Entry 1:
Below is a molecular structure, C3H9NO3, with properties calculated with wB97M-V/def2-TZVPD.

energy relative to the best compared isomer or geometry (same formula, charge and spin): 138.5 kJ/mol
HOMO level (spin up / spin down): -0.367 / -4.550 eV
E_LUMO (spin up / spin down): 4.186 / 4.167 eV
spin multiplicity: 2
expectation value of S²: 0.753
net charge: -1

Last column: Mulliken spin population.
Element x y z (Å)
1 O -0.3222 0.8861 -1.4333  0.01
2 C -0.4371 1.9336 -0.5933  0.79
3 O -0.6575 1.7322 0.6526  0.09
4 H -0.1521 2.8987 -0.9808  0.04
5 C 0.6892 -0.9716 1.0949  -0.01
6 O 1.2102 0.3707 0.8678  0.05
7 C 0.3519 -1.9967 -0.0055  0.01
8 N -0.9725 -1.7338 -0.5628  0.00
9 H -0.2583 -0.9339 1.6512  0.00
10 H 1.4263 -1.4351 1.7162  0.00
11 H 0.3815 1.1285 1.1131  0.02
12 H 1.2080 -1.9545 -0.7577  0.00
13 H 0.4306 -3.0227 0.4464  0.00
14 H 0.5214 0.6921 -0.8145  0.01
15 H -1.1079 -2.2136 -1.4180  0.00
16 H -1.1102 -0.7270 -0.6897  0.00

***

Entry 2:
Below is a gas-phase ion, C12H22N3 (charge +1), with properties calculated with wB97M-V/def2-TZVPD.

energy relative to the best compared isomer or geometry (same formula, charge and spin): 483.9 kJ/mol
HOMO level: -11.418 eV
E_LUMO: -4.638 eV
net charge: +1

Last column: Löwdin charge in e.
Element x y z (Å)
1 C -4.3397 -0.4100 -0.2423  -0.09
2 C 4.2122 -0.6171 -1.5007  0.03
3 C 4.2888 -0.4532 -0.2078  -0.34
4 C -0.4839 -0.6253 0.6477  -0.21
5 C -2.1718 1.0261 0.0898  -0.23
6 C 5.5108 0.2316 0.4089  -0.06
7 C -1.4833 -1.3418 1.5972  0.01
8 C -1.8946 2.3029 0.6806  0.02
9 C -1.7834 -0.8352 -1.6159  -0.04
10 C 3.0920 -0.5555 0.7283  -0.13
11 C 1.7981 -0.1065 0.0752  -0.24
12 C -1.2447 0.1574 -0.6101  -0.23
13 N 0.7575 -0.8011 0.6123  0.09
14 N -3.5059 0.6937 0.2048  0.08
15 N -5.5652 -0.1229 -0.6034  0.11
16 H 3.4281 -1.1841 -1.9326  0.05
17 H 4.9761 -0.2481 -2.1575  0.07
18 H 5.2096 0.9841 1.0407  0.03
19 H 6.1460 0.7477 -0.3681  0.10
20 H 6.2616 -0.2625 0.9729  0.07
21 H -1.9952 -2.1477 1.1062  0.08
22 H -2.1599 -0.6440 2.0479  0.06
23 H -0.8624 -1.6339 2.4439  0.09
24 H -2.7088 2.4247 1.4040  0.11
25 H -1.9225 3.1879 -0.1125  0.18
26 H -0.9714 2.3816 1.0742  0.06
27 H -1.3628 -0.5961 -2.6606  0.12
28 H -2.8703 -0.9198 -1.7091  0.05
29 H -1.2476 -1.7424 -1.3037  0.10
30 H 3.3839 0.0249 1.6030  0.11
31 H 3.0511 -1.6541 0.9496  0.14
32 H 1.6096 -0.3102 -0.9653  0.12
33 H 1.7197 0.9656 0.1651  0.13
34 H -0.4823 0.8368 -1.0796  0.16
35 H -4.1340 1.4483 0.5338  0.15
36 H -6.1676 -0.9305 -0.5386  0.11
37 H -6.0881 0.7284 -0.7781  0.13

***

Entry 3:
Below is a molecular structure, C24H29N5O3Os, with properties calculated with wB97M-V/def2-TZVPD.

energy relative to the best compared isomer or geometry (same formula, charge and spin): 49.1 kJ/mol
HOMO level (spin up / spin down): -18.205 / -21.205 eV
E_LUMO (spin up / spin down): -13.150 / -17.049 eV
spin multiplicity: 5
expectation value of S²: 6.059
net charge: +4

Last column: Mulliken spin population.
Element x y z (Å)
1 N -0.6052 -3.0346 0.7214  0.02
2 C -0.6093 -3.9677 1.4105  0.01
3 C -0.5145 -4.9837 2.4337  0.00
4 H 0.4877 -5.4455 2.3869  0.00
5 H -1.3112 -5.7339 2.2915  0.00
6 H -0.6399 -4.4701 3.4022  0.00
7 N -3.3649 0.5319 -1.8591  0.09
8 C -4.4214 0.5856 -2.3762  0.08
9 C -5.6989 1.2440 -2.4904  0.00
10 H -6.4468 0.4314 -2.5069  0.01
11 H -5.6487 1.8265 -3.4266  0.00
12 H -5.8158 1.9193 -1.6102  0.01
13 N 1.4334 0.2064 -2.7119  0.01
14 C 2.3013 0.3215 -3.4765  0.02
15 C 3.4941 0.6531 -4.2241  0.00
16 H 3.6084 1.7476 -4.1592  0.00
17 H 3.3993 0.3362 -5.2753  0.00
18 H 4.3539 0.1581 -3.7419  0.00
19 Os -1.6588 -0.8149 -1.6882  1.11
20 C -0.8619 0.9579 -1.6299  0.09
21 O -0.5678 2.0743 -1.4790  0.02
22 C -2.3071 -0.9019 0.1433  0.06
23 O -2.7129 -0.7747 1.2320  0.02
24 C -2.0690 -2.9898 -1.8156  -0.05
25 C -0.6799 -3.0365 -2.0369  0.14
26 C -0.0895 -2.1883 -2.9688  0.14
27 C -0.9023 -1.3163 -3.7177  0.01
28 C -2.3188 -1.3784 -3.6266  0.07
29 C -2.9210 -2.2211 -2.6545  0.04
30 H -2.5155 -3.6057 -1.0315  0.00
31 H -0.0173 -3.6745 -1.4496  0.03
32 H 1.0002 -2.1879 -3.0671  0.03
33 H -0.4409 -0.6185 -4.4254  0.00
34 H -2.9245 -0.8268 -4.3424  0.00
35 H -4.0071 -2.2698 -2.5291  -0.02
36 C 0.2985 2.4341 5.4138  0.06
37 C 1.0572 3.2248 4.3399  0.00
38 N 1.0501 2.5632 3.0204  0.61
39 C 1.2237 3.4307 1.8711  0.01
40 C 2.6066 3.4412 1.2528  0.06
41 C 1.7059 1.3350 3.0182  0.03
42 O 2.2787 0.9211 4.0254  0.32
43 C 1.6469 0.4611 1.7903  0.09
44 C 2.7779 -0.3437 1.5395  -0.04
45 C 2.7770 -1.2582 0.4800  0.14
46 C 1.5949 -1.3394 -0.2758  0.23
47 N 0.5544 -0.5548 -0.0618  0.10
48 C 0.5224 0.3005 0.9547  0.26
49 H -0.6878 2.1403 5.0276  0.00
50 H 0.1687 3.0474 6.3216  0.00
51 H 0.8719 1.5378 5.6875  0.00
52 H 0.6368 4.2396 4.2545  0.01
53 H 2.1020 3.3152 4.6922  0.08
54 H 0.5347 3.1502 1.0751  0.03
55 H 0.9460 4.4503 2.1374  0.01
56 H 2.8897 2.4509 0.8920  0.01
57 H 2.6488 4.1075 0.3861  0.00
58 H 3.3662 3.7920 1.9540  0.00
59 H 3.6540 -0.2725 2.2098  0.01
60 H 3.6572 -1.8719 0.2055  -0.01
61 H 1.5271 -2.0786 -1.0632  0.06
62 H -0.4167 0.8225 1.1503  0.00

***

Entry 4:
Below is a molecular structure, C29H49BrClN6O5W, with properties calculated with wB97M-V/def2-TZVPD.

energy relative to the best compared isomer or geometry (same formula, charge and spin): 184.8 kJ/mol
HOMO level (spin up / spin down): -8.576 / -10.945 eV
E_LUMO (spin up / spin down): -3.272 / -3.693 eV
spin multiplicity: 3
expectation value of S²: 2.043
net charge: +1

Last column: Mulliken spin population.
Element x y z (Å)
1 W -0.0413 0.8339 -0.2182  0.84
2 C 1.9265 3.1918 1.4472  0.01
3 N 0.9244 2.3359 2.1070  0.08
4 C 1.4669 2.0405 3.4384  0.00
5 C -0.3359 3.0625 2.2107  0.04
6 C -1.4828 2.1628 2.6432  -0.01
7 N -1.5439 0.8604 1.9115  0.04
8 C -0.8974 -0.1862 2.7336  0.04
9 C -2.9642 0.4687 1.8204  0.00
10 H 2.8902 2.6883 1.4502  0.00
11 H 2.0189 4.1512 1.9744  0.00
12 H 1.6390 3.3557 0.4181  0.01
13 H 1.8179 2.9582 3.9268  0.01
14 H 2.3153 1.3637 3.3369  0.00
15 H 0.7263 1.5836 4.0924  0.00
16 H -0.5581 3.4584 1.2217  -0.01
17 H -0.2656 3.9059 2.9145  0.00
18 H -2.4084 2.7114 2.4622  0.00
19 H -1.4267 1.9633 3.7168  0.00
20 H -1.3553 -0.2289 3.7283  0.00
21 H 0.1605 0.0158 2.8345  -0.02
22 H -1.0288 -1.1616 2.2710  0.00
23 H -3.0668 -0.4661 1.2701  0.00
24 H -3.3753 0.3234 2.8236  0.00
25 H -3.5540 1.2362 1.3256  0.00
26 C 3.8649 1.1917 -3.6150  0.00
27 O 2.9814 0.1129 -3.9687  0.00
28 C 1.8616 -0.0138 -3.2805  0.02
29 O 1.5538 0.7081 -2.3382  0.07
30 N 1.1346 -1.0543 -3.7584  -0.01
31 N -0.0979 -1.3324 -3.1902  0.02
32 H 4.7989 0.9741 -4.1217  0.00
33 H 4.0181 1.2456 -2.5375  0.00
34 H 3.4532 2.1354 -3.9692  0.00
35 H 1.4602 -1.5453 -4.5758  0.00
36 H -0.1310 -2.3082 -2.9157  -0.01
37 H -0.8369 -1.1443 -3.8585  0.00
38 C -0.6450 4.8349 -1.2128  0.00
39 C -0.0016 3.5822 -1.8319  0.02
40 C 1.4470 3.9317 -2.2303  0.00
41 C -0.7729 3.1812 -3.1069  0.00
42 N -0.0119 2.4774 -0.9165  -0.05
43 H -0.5875 5.6654 -1.9155  0.00
44 H -0.1167 5.1217 -0.3028  0.00
45 H -1.6976 4.6698 -0.9732  0.00
46 H 1.4431 4.5906 -3.0980  0.00
47 H 1.9866 3.0179 -2.4669  0.00
48 H 1.9668 4.4374 -1.4170  0.00
49 H -0.6343 3.9278 -3.8873  0.00
50 H -1.8399 3.0913 -2.9046  0.00
51 H -0.4004 2.2168 -3.4563  0.00
52 Cl 4.6074 -2.0781 -0.0333  0.00
53 C 3.3393 -1.1137 -0.8329  -0.01
54 C 3.1534 0.2564 -0.1431  0.00
55 O 4.1020 0.9798 0.0447  0.01
56 O 1.9279 0.5318 0.1999  -0.05
57 H 2.4118 -1.6828 -0.8166  0.01
58 H 3.6916 -0.9773 -1.8520  0.00
59 C 0.6464 -7.0688 3.1604  -0.01
60 C 0.3660 -5.8191 2.3814  0.14
61 C 0.9897 -4.6203 2.6845  -0.08
62 C 0.7563 -3.4491 1.9779  0.14
63 C 1.5167 -2.2516 2.4723  0.03
64 C -0.1606 -3.4486 0.8825  -0.08
65 C -0.5627 -2.3424 0.0760  0.50
66 O -0.1776 -1.0787 0.0412  0.07
67 C -0.7986 -4.6949 0.5701  0.10
68 C -1.7779 -4.8218 -0.5690  0.03
69 C -0.5311 -5.8204 1.3129  -0.07
70 H 1.3322 -6.8680 3.9810  0.00
71 H 1.0937 -7.8273 2.5156  0.01
72 H -0.2770 -7.4858 3.5650  0.01
73 H 1.6925 -4.5847 3.5098  0.00
74 H 2.5832 -2.4572 2.4141  0.01
75 H 1.2860 -2.0821 3.5269  0.01
76 H 1.3086 -1.3641 1.9041  -0.02
77 H -1.3704 -2.5728 -0.6171  0.10
78 H -1.3268 -4.5475 -1.5261  0.00
79 H -2.6594 -4.1947 -0.4124  0.01
80 H -2.1147 -5.8532 -0.6439  0.00
81 H -1.0349 -6.7468 1.0606  0.00
82 Br -4.9967 3.6139 -1.1941  0.00
83 C -4.0760 1.9711 -1.4049  -0.01
84 C -4.6796 0.8996 -2.0436  0.02
85 C -3.9461 -0.2781 -2.0556  -0.01
86 C -2.6918 -0.3238 -1.4910  0.04
87 N -2.0712 0.7307 -0.9242  -0.03
88 C -2.8137 1.8614 -0.8723  0.03
89 H -5.6611 0.9773 -2.4864  0.00
90 H -4.3575 -1.1684 -2.5100  0.00
91 H -2.1354 -1.2464 -1.4953  -0.02
92 H -2.3616 2.7018 -0.3689  0.01

***

Please write out number 3 again, unchanged.
Below is a molecular structure, C24H29N5O3Os, with properties calculated with wB97M-V/def2-TZVPD.

energy relative to the best compared isomer or geometry (same formula, charge and spin): 49.1 kJ/mol
HOMO level (spin up / spin down): -18.205 / -21.205 eV
E_LUMO (spin up / spin down): -13.150 / -17.049 eV
spin multiplicity: 5
expectation value of S²: 6.059
net charge: +4

Last column: Mulliken spin population.
Element x y z (Å)
1 N -0.6052 -3.0346 0.7214  0.02
2 C -0.6093 -3.9677 1.4105  0.01
3 C -0.5145 -4.9837 2.4337  0.00
4 H 0.4877 -5.4455 2.3869  0.00
5 H -1.3112 -5.7339 2.2915  0.00
6 H -0.6399 -4.4701 3.4022  0.00
7 N -3.3649 0.5319 -1.8591  0.09
8 C -4.4214 0.5856 -2.3762  0.08
9 C -5.6989 1.2440 -2.4904  0.00
10 H -6.4468 0.4314 -2.5069  0.01
11 H -5.6487 1.8265 -3.4266  0.00
12 H -5.8158 1.9193 -1.6102  0.01
13 N 1.4334 0.2064 -2.7119  0.01
14 C 2.3013 0.3215 -3.4765  0.02
15 C 3.4941 0.6531 -4.2241  0.00
16 H 3.6084 1.7476 -4.1592  0.00
17 H 3.3993 0.3362 -5.2753  0.00
18 H 4.3539 0.1581 -3.7419  0.00
19 Os -1.6588 -0.8149 -1.6882  1.11
20 C -0.8619 0.9579 -1.6299  0.09
21 O -0.5678 2.0743 -1.4790  0.02
22 C -2.3071 -0.9019 0.1433  0.06
23 O -2.7129 -0.7747 1.2320  0.02
24 C -2.0690 -2.9898 -1.8156  -0.05
25 C -0.6799 -3.0365 -2.0369  0.14
26 C -0.0895 -2.1883 -2.9688  0.14
27 C -0.9023 -1.3163 -3.7177  0.01
28 C -2.3188 -1.3784 -3.6266  0.07
29 C -2.9210 -2.2211 -2.6545  0.04
30 H -2.5155 -3.6057 -1.0315  0.00
31 H -0.0173 -3.6745 -1.4496  0.03
32 H 1.0002 -2.1879 -3.0671  0.03
33 H -0.4409 -0.6185 -4.4254  0.00
34 H -2.9245 -0.8268 -4.3424  0.00
35 H -4.0071 -2.2698 -2.5291  -0.02
36 C 0.2985 2.4341 5.4138  0.06
37 C 1.0572 3.2248 4.3399  0.00
38 N 1.0501 2.5632 3.0204  0.61
39 C 1.2237 3.4307 1.8711  0.01
40 C 2.6066 3.4412 1.2528  0.06
41 C 1.7059 1.3350 3.0182  0.03
42 O 2.2787 0.9211 4.0254  0.32
43 C 1.6469 0.4611 1.7903  0.09
44 C 2.7779 -0.3437 1.5395  -0.04
45 C 2.7770 -1.2582 0.4800  0.14
46 C 1.5949 -1.3394 -0.2758  0.23
47 N 0.5544 -0.5548 -0.0618  0.10
48 C 0.5224 0.3005 0.9547  0.26
49 H -0.6878 2.1403 5.0276  0.00
50 H 0.1687 3.0474 6.3216  0.00
51 H 0.8719 1.5378 5.6875  0.00
52 H 0.6368 4.2396 4.2545  0.01
53 H 2.1020 3.3152 4.6922  0.08
54 H 0.5347 3.1502 1.0751  0.03
55 H 0.9460 4.4503 2.1374  0.01
56 H 2.8897 2.4509 0.8920  0.01
57 H 2.6488 4.1075 0.3861  0.00
58 H 3.3662 3.7920 1.9540  0.00
59 H 3.6540 -0.2725 2.2098  0.01
60 H 3.6572 -1.8719 0.2055  -0.01
61 H 1.5271 -2.0786 -1.0632  0.06
62 H -0.4167 0.8225 1.1503  0.00

***

Which of these has the highest energy relative to the best compared isomer or geometry (same formula, charge and spin)?
C12H22N3

***

Which formula does entry 4 have?
C29H49BrClN6O5W